The following is a DFT calculation (the ωB97M-V functional and the def2-TZVPD basis) of a cluster of 2 separate species, C17H9F6N2O3S2 in total.

Each line ends with the Mulliken charge.
Positions of all 39 atoms, in Å:
F1 3.3554 0.9852 -4.1461  -0.277
C1 3.0419 0.1584 -3.1035  0.858
F2 2.8595 -1.0591 -3.6485  -0.279
F3 4.1833 0.0907 -2.3447  -0.264
C2 1.8840 0.6724 -2.3081  0.320
C3 0.7772 -0.1101 -1.9555  -0.533
C4 -0.2979 0.5175 -1.3135  -0.457
C5 -0.0925 1.7945 -0.7191  0.750
C6 -1.1355 2.5111 0.0814  0.380
C7 -1.8392 3.5222 -0.6990  0.207
N1 -2.4791 4.3945 -1.1490  -0.652
C8 1.0004 2.5469 -1.1366  -0.497
C9 1.9844 1.9966 -1.9264  -1.036
H1 0.7751 -1.1817 -2.1591  0.465
H2 -1.2852 0.0239 -1.3457  0.374
H3 -1.7353 1.6584 0.3970  -0.048
H4 0.9995 3.6182 -0.9179  0.361
H5 2.8426 2.5985 -2.2249  0.341
F4 -2.7231 3.8563 3.2226  -0.253
C10 -2.0015 2.8267 2.6392  0.736
F5 -1.3892 2.0946 3.6041  -0.171
F6 -2.9309 2.0444 1.9707  -0.186
S1 -0.7260 3.6470 1.4773  -0.161
N2 -1.0801 -0.2086 2.1664  -0.302
C11 0.2584 -0.4985 1.9820  0.319
O1 1.2338 0.2258 2.2042  -0.727
C12 0.3538 -1.8999 1.4730  0.170
C13 -0.9104 -2.3757 1.2324  0.430
C14 -1.1844 -3.5245 0.5408  -0.571
C15 -0.1383 -4.3855 0.2184  -0.651
C16 1.1614 -3.9793 0.5542  -0.388
C17 1.4268 -2.7319 1.1277  -0.623
S2 -2.2038 -1.2012 1.6059  1.020
O2 -3.1060 -1.6717 2.6307  -0.709
O3 -2.7692 -0.8590 0.3108  -0.624
H6 -2.2035 -3.6869 0.2385  0.435
H7 -0.3564 -5.3239 -0.2681  0.411
H8 1.9912 -4.6629 0.3823  0.367
H9 2.4591 -2.4236 1.3060  0.464

Forces on the atoms, in the same order (eV/Å):
F -0.2 -0.2 0.5
C 0.8 -0.2 -0.2
F -0.1 0.2 0.3
F -0.6 -0.1 -0.4
C 0.1 -0.5 0.2
C 0.3 0.7 -0.2
C 0.0 0.3 0.7
C 0.7 0.1 -1.7
C -0.3 -0.2 -0.7
C -2.5 1.4 -1.4
N 1.5 -1.9 0.5
C 0.0 0.1 0.2
C 0.1 0.5 0.0
H -0.3 0.4 -0.3
H 0.7 0.2 0.9
H -0.6 0.6 0.4
H 0.3 -0.4 0.3
H -0.3 -0.2 -0.1
F 0.9 -1.4 -0.3
C -0.2 0.0 0.0
F -1.3 1.4 -1.1
F 1.4 1.4 1.5
S -0.6 -2.0 1.5
N -0.1 2.1 0.0
C -0.8 0.4 0.5
O -1.1 -0.6 -0.2
C 0.4 -1.0 -0.5
C -1.2 -0.8 -0.9
C 0.4 -0.6 -0.1
C 0.1 0.7 0.4
C 0.0 -0.3 0.0
C -0.1 0.2 0.2
S 3.4 -0.6 0.4
O 0.0 0.3 -0.4
O -0.4 0.5 0.4
H -0.3 -0.4 0.0
H 0.2 -0.1 -0.1
H -0.1 0.2 -0.1
H -0.3 0.0 0.0

Gap between HOMO and LUMO ... 8.5 eV
Net charge ... -1
LUMO ... 2.6564 eV
Electronic energy ... -2384.08385 Eh
Energy relative to the best compared isomer or geometry (same formula, charge and spin) ... 0.0 kJ/mol